Entry 1:
2 unconnected molecules or ions with the total composition C2H4N2S at a distorted geometry. Source: the OMol25 dataset; level of theory: ωB97M-V/def2-TZVPD.

As for the orbital gap: 9.15 eV. As for the energy above the lowest of the compared OMol25 structures with the same formula, charge and spin: 2.6745 eV. For the HOMO energy, the calculation gives -8.40 eV.

Cartesian coordinates (Å):
C 1.019 -1.153 -1.931
C -0.218 0.556 0.389
N 0.439 -0.501 -2.644
N -0.395 1.602 1.114
S -0.704 -0.907 1.254
H 1.396 -2.043 -1.379
H -0.499 -1.656 0.195
H -0.173 2.626 0.922
H -0.865 1.475 2.081

***

Entry 2:
A single C2H4N2S molecule at a distorted geometry. Source: the OMol25 dataset; level of theory: ωB97M-V/def2-TZVPD.

As for the orbital gap: 9.38 eV. As for the energy above the lowest of the compared OMol25 structures with the same formula, charge and spin: 3.1830 eV. The SMILES is C=NN1CS1. For the HOMO energy, the calculation gives -8.65 eV.

Cartesian coordinates (Å):
C 1.303 1.163 0.356
C -0.993 -1.324 0.519
N 1.125 -0.045 0.044
N -0.058 -0.541 -0.383
S -1.486 0.312 -0.134
H 2.480 1.301 0.397
H 0.562 1.980 0.488
H -1.323 -2.304 0.171
H -0.662 -1.252 1.547

***

Entry 3:
A single C2H4N2S molecule at a distorted geometry. Source: the OMol25 dataset; level of theory: ωB97M-V/def2-TZVPD.

As for the orbital gap: 9.87 eV. As for the energy above the lowest of the compared OMol25 structures with the same formula, charge and spin: 1.9403 eV. The SMILES is CNSC#N. For the HOMO energy, the calculation gives -9.79 eV.

Cartesian coordinates (Å):
C 2.488 -0.285 0.068
C -1.176 -0.126 -0.302
N 3.099 -1.120 -0.390
N -0.380 0.591 0.637
S 1.082 1.168 0.264
H -0.810 0.061 -1.342
H -1.213 -1.316 -0.198
H -2.264 0.223 -0.208
H -0.826 0.804 1.472

***

Entry 4:
A single C2H4N2S molecule at a distorted geometry. Source: the OMol25 dataset; level of theory: ωB97M-V/def2-TZVPD.

As for the orbital gap: 8.85 eV. As for the energy above the lowest of the compared OMol25 structures with the same formula, charge and spin: 1.7639 eV. The SMILES is [H]/N=C\NC=S. For the HOMO energy, the calculation gives -8.99 eV.

Cartesian coordinates (Å):
C -0.055 0.676 -0.827
C -0.473 -0.801 1.110
H 1.434 0.723 -1.761
H -1.114 1.146 -0.239
H 1.135 -0.512 0.041
H 0.265 -1.488 1.646
N 0.549 1.134 -1.822
N 0.248 -0.120 0.218
S -1.988 -0.759 1.635

***

Entry 5:
2 unconnected molecules or ions with the total composition C2H4N2S2 at a distorted geometry. Source: the OMol25 dataset; level of theory: ωB97M-V/def2-TZVPD.

As for the orbital gap: 9.39 eV. As for the energy above the lowest of the compared OMol25 structures with the same formula, charge and spin: 2.7972 eV. For the HOMO energy, the calculation gives -9.02 eV.

Cartesian coordinates (Å):
C 1.057 -0.464 -0.533
C -2.178 -1.443 0.261
N 0.939 -1.300 -1.479
N -2.471 -0.531 0.901
S 0.739 1.207 -1.052
S 0.958 2.299 0.721
H 0.961 -0.673 0.530
H 1.951 3.164 0.484
H 0.996 -2.307 -1.357
H -2.952 0.046 1.524

***

Entry 6:
A molecular structure, C2H4N2S2 at a distorted geometry. Source: the OMol25 dataset; level of theory: ωB97M-V/def2-TZVPD.

As for the orbital gap: 7.40 eV. As for the energy above the lowest of the compared OMol25 structures with the same formula, charge and spin: 4.5947 eV. For the HOMO energy, the calculation gives -8.87 eV.

Cartesian coordinates (Å):
C -0.741 0.567 -0.747
C -0.379 0.753 0.571
H 0.285 -1.320 -0.413
H -1.088 -1.254 -1.894
H -1.086 1.503 1.018
H 2.591 -0.836 2.196
N -0.210 -0.714 -1.107
N 0.675 0.422 1.266
S -2.118 1.340 -1.696
S 2.071 -0.460 0.806

***

Entry 7:
A single C2H4N2S2 molecule at a distorted geometry. Source: the OMol25 dataset; level of theory: ωB97M-V/def2-TZVPD.

As for the orbital gap (spin up / spin down): 6.55 / 6.54 eV. As for the energy above the lowest of the compared OMol25 structures with the same formula, charge and spin: 3.3405 eV. The SMILES is NS/C=C\N=S. For the HOMO energy (spin up / spin down), the calculation gives -7.75 / -7.74 eV.

Cartesian coordinates (Å):
C 0.641 0.229 -1.587
C -0.171 -0.158 -0.585
N 1.956 0.508 -1.530
N -1.399 -0.389 1.696
S 0.126 0.089 1.113
S 2.865 0.702 -0.263
H 0.441 0.186 -2.693
H -1.176 -0.586 -0.540
H -1.382 -1.028 2.480
H -1.900 0.448 1.908

***

Entry 8:
A single C2H4N2S3 molecule at a distorted geometry. Source: the OMol25 dataset; level of theory: ωB97M-V/def2-TZVPD.

As for the orbital gap: 8.15 eV. As for the energy above the lowest of the compared OMol25 structures with the same formula, charge and spin: 3.1466 eV. The SMILES is S=CSN/C=N\S. For the HOMO energy, the calculation gives -8.59 eV.

Cartesian coordinates (Å):
C -1.484 0.581 0.282
C 2.066 -0.199 0.032
H -1.657 -2.661 -0.119
H -2.041 1.286 0.797
H -0.457 2.213 0.218
H 1.787 -0.360 1.000
N -1.806 -0.531 -0.201
N -0.314 1.284 -0.102
S -0.749 -1.819 -0.721
S 1.187 1.115 -1.046
S 3.468 -0.909 -0.139

***

Number 1: energy -15951.2085 eV. Number 2: energy -15950.6999 eV. Number 3: energy -15951.9426 eV. Number 4: energy -15952.1190 eV. Number 5: energy -26787.2174 eV. Number 6: energy -26785.4199 eV. Number 7: energy -26786.6741 eV. Number 8: energy -37621.2774 eV.